Record 1
{"formula": "C8H19N", "method": "ωB97M-V/def2-TZVPD", "smiles": "CC[C@@H](N)C(C)(C)CC", "lumo_energy_ev": 0.969, "relative_energy_kcal_mol": 28.8, "orbital_gap_ev": 9.558, "total_charge": 0, "molar_mass_g_mol": 129.25, "symbols": ["C", "C", "C", "C", "C", "C", "C", "C", "N", "H", "H", "H", "H", "H", "H", "H", "H", "H", "H", "H", "H", "H", "H", "H", "H", "H", "H", "H"], "xyz": [[-0.15810, 0.55097, 0.11725], [-0.01227, -0.93989, 0.20721], [-1.91907, 0.81016, 0.16782], [1.72838, -1.27155, 0.31718], [0.28384, 1.15220, -1.22024], [0.40676, 1.34509, 1.29477], [-2.74624, 0.07891, -0.87413], [2.77462, -0.65309, -0.58356], [-0.56183, -1.60497, 1.34675], [-0.33434, -1.43288, -0.71236], [-0.58588, -2.61409, 1.24614], [-1.44112, -1.26153, 1.71147], [-2.03833, 1.89198, 0.04490], [-2.27988, 0.58041, 1.17510], [1.75316, -2.35839, 0.17288], [1.99526, -1.10010, 1.36524], [0.09581, 0.47057, -2.05420], [-0.25630, 2.08289, -1.42450], [1.33886, 1.42910, -1.22517], [0.09179, 2.39173, 1.23248], [0.06817, 0.94806, 2.25586], [1.50029, 1.33978, 1.29501], [-3.78217, 0.44069, -0.87782], [-2.78822, -0.99641, -0.67664], [-2.35180, 0.22990, -1.88347], [3.73341, -1.17867, -0.48252], [2.49250, -0.71087, -1.63829], [2.99270, 0.38004, -0.29712]], "atomic_forces_ev_per_a": [[-4.183, 0.950, 0.205], [4.293, -0.622, -0.388], [2.388, 0.221, 0.096], [-2.368, -0.641, 0.270], [0.000, -0.007, 0.042], [-0.087, -0.141, -0.027], [0.084, -0.146, -0.073], [0.098, 0.226, -0.197], [-0.121, -0.046, 0.850], [0.046, 0.308, -0.315], [-0.046, 0.329, -0.014], [0.096, 0.001, -0.331], [0.099, -0.074, 0.010], [0.149, -0.031, -0.022], [0.000, 0.044, 0.097], [-0.304, 0.041, -0.089], [0.059, 0.047, 0.054], [-0.076, -0.138, 0.106], [-0.021, -0.206, 0.008], [-0.015, -0.108, -0.045], [0.031, -0.016, -0.116], [-0.041, -0.071, -0.027], [0.186, -0.016, 0.055], [0.074, 0.056, -0.076], [-0.015, -0.042, 0.077], [-0.245, -0.095, 0.055], [0.073, 0.196, 0.065], [-0.154, -0.020, -0.273]], "mulliken_charge": [1.858, -0.425, -0.867, -0.657, -1.860, -1.905, -1.160, -1.165, -0.548, 0.446, 0.244, 0.227, 0.463, 0.458, 0.408, 0.296, 0.385, 0.398, 0.403, 0.456, 0.353, 0.363, 0.410, 0.246, 0.261, 0.404, 0.270, 0.237]}

***

Record 2
{"formula": "C8H15BBr2Cl3N2O2", "method": "ωB97M-V/def2-TZVPD", "lumo_energy_ev": 2.359, "relative_energy_kcal_mol": 7.2, "orbital_gap_ev": 7.448, "total_charge": -1, "molar_mass_g_mol": 448.20, "symbols": ["C", "C", "Br", "C", "Br", "B", "N", "C", "C", "C", "C", "O", "N", "O", "H", "H", "H", "H", "H", "H", "H", "H", "H", "H", "H", "H", "H", "H", "C", "Cl", "Cl", "Cl", "H"], "xyz": [[-1.85607, 2.27350, -2.05189], [-1.50713, 3.30391, -0.98881], [-2.36339, 5.05190, -1.24495], [-0.70131, 3.05416, 0.02400], [-0.43110, 4.50658, 1.31062], [0.06703, 1.59773, 0.24221], [0.83358, 1.25296, -1.02811], [-0.93307, 0.42271, 0.78185], [-0.33507, -1.01213, 0.67995], [-0.48359, -1.60558, -0.78364], [-1.21796, -1.95690, 1.56947], [1.07418, 1.79777, 1.40633], [2.19705, 2.40490, 1.01935], [3.11359, 2.12544, 1.74118], [-2.20281, 1.36046, -1.55053], [-2.60161, 2.65369, -2.76237], [-0.96876, 1.98165, -2.63002], [1.56291, 0.56472, -0.88594], [1.17250, 2.07162, -1.51804], [-1.91521, 0.40054, 0.27647], [-1.14336, 0.62491, 1.85009], [0.71700, -1.02907, 1.05460], [-0.36793, -2.70201, -0.78364], [-1.47618, -1.30820, -1.15629], [0.27080, -1.21189, -1.47664], [-2.05869, -2.27864, 0.92810], [-0.66298, -2.88013, 1.81039], [-1.62696, -1.44909, 2.45051], [2.82213, -3.99808, 0.44478], [3.93570, -4.65504, -0.76578], [2.36824, -2.34449, 0.05074], [1.38927, -5.02438, 0.58427], [3.32921, -3.99352, 1.40174]], "atomic_forces_ev_per_a": [[0.109, 0.178, -0.161], [-0.482, 0.271, -0.697], [0.084, -0.603, -0.197], [0.037, 0.468, 0.518], [0.095, -0.739, -0.252], [0.129, 0.403, -0.028], [-0.730, -0.019, -0.189], [0.500, -0.185, 0.055], [-1.173, -0.331, 0.026], [0.679, 0.589, 0.679], [0.417, -0.093, -0.901], [0.411, -0.213, -0.061], [-0.125, -0.563, 0.608], [0.023, 0.403, -0.103], [-0.066, 0.237, -0.286], [0.050, -0.138, 0.400], [-0.196, 0.139, 0.262], [0.079, 0.263, -0.150], [0.388, -0.235, 0.183], [0.250, 0.113, 0.121], [0.059, -0.017, -0.338], [-1.060, 0.241, -0.318], [-0.257, 0.292, 0.077], [0.267, -0.261, 0.062], [-0.333, 0.059, 0.147], [0.062, 0.145, 0.429], [-0.223, 0.291, 0.246], [0.309, -0.271, -0.036], [-0.004, 0.253, -0.133], [0.040, -0.053, 0.042], [0.648, -0.563, 0.009], [0.030, -0.019, 0.034], [-0.018, -0.044, -0.048]], "mulliken_charge": [-0.947, 0.027, -0.276, 0.195, -0.228, 0.963, -0.655, -1.232, 1.169, -1.554, -1.634, -0.348, 0.146, -0.486, 0.102, 0.417, 0.231, 0.079, 0.141, 0.264, 0.151, 0.261, 0.435, 0.400, 0.384, 0.338, 0.266, 0.405, -0.064, -0.151, 0.035, -0.137, 0.305]}

***

Record 3
{"formula": "C4H11NO", "method": "ωB97M-V/def2-TZVPD", "lumo_energy_ev": [-4.345, -9.014], "multiplicity": 2, "relative_energy_kcal_mol": 67.6, "orbital_gap_ev": [10.837, 5.918], "total_charge": 1, "molar_mass_g_mol": 89.14, "symbols": ["N", "C", "C", "C", "C", "H", "H", "H", "H", "H", "H", "H", "H", "H", "H", "H", "O"], "xyz": [[-1.52159, 0.42447, 1.66650], [-1.38011, -0.72614, 0.68926], [2.05582, -0.58161, -1.14955], [0.57547, -0.65920, -0.81264], [0.05927, -0.85585, 0.38900], [-1.94487, 1.21162, 1.21623], [-2.17522, 0.20141, 2.41360], [-1.88390, -0.61339, -0.35373], [-1.88226, -1.59712, 1.11915], [2.38236, 0.34805, -1.65926], [2.45130, -0.56082, -0.09337], [2.50689, -1.43874, -1.60407], [0.00001, -0.47545, -1.69910], [0.78459, -0.79903, 1.15511], [0.47205, 2.36515, 0.08533], [-0.61968, 1.57591, -0.55675], [0.11988, 2.18074, -0.80570]], "atomic_forces_ev_per_a": [[0.000, -1.366, -1.032], [-1.636, 0.725, -0.637], [-0.579, 0.851, 3.698], [3.339, 0.806, -6.025], [-1.570, 0.286, 3.126], [0.042, 0.580, -0.448], [0.383, -0.325, 0.011], [0.358, 0.250, 1.834], [0.482, -0.260, -0.069], [-0.682, -0.556, -0.006], [0.609, 0.084, -1.177], [-0.100, -0.719, -0.637], [-0.971, -0.035, -0.086], [0.367, -0.274, 1.360], [0.129, 0.347, -0.460], [0.476, 0.955, -0.635], [-0.648, -1.348, 1.183]], "mulliken_charge": [-0.515, -0.565, -1.072, 0.149, 0.013, 0.223, 0.282, 0.306, 0.432, 0.315, 0.290, 0.370, 0.402, 0.308, 0.374, 0.295, -0.607]}

***

Record 4
{"formula": "C6H9Cl2LuO3PYb", "method": "ωB97M-V/def2-TZVPD", "lumo_energy_ev": [-16.692, -18.490], "multiplicity": 2, "orbital_gap_ev": [5.672, 3.874], "total_charge": 4, "molar_mass_g_mol": 579.02, "symbols": ["Yb", "Lu", "Cl", "Cl", "C", "C", "C", "O", "O", "O", "C", "P", "C", "C", "H", "H", "H", "H", "H", "H", "H", "H", "H"], "xyz": [[1.36137, 4.23423, -1.64562], [-0.96940, -0.08681, -0.62056], [1.32377, 2.64466, 0.19549], [-0.49361, -0.23608, -2.95526], [-2.65275, -1.67923, -0.53274], [-0.33280, 5.95520, -1.37067], [-0.59271, 4.15209, -3.09555], [-3.55199, -2.41146, -0.57746], [-1.22093, 6.69962, -1.34005], [-1.56699, 4.26282, -3.71981], [0.53309, -3.45227, 1.68124], [-0.06760, -1.99025, 0.83336], [-0.00064, -0.62339, 2.07175], [1.29139, -1.35936, -0.24535], [-0.24709, -3.84315, 2.35315], [1.42141, -3.20020, 2.27629], [0.79128, -4.23139, 0.94866], [0.87465, -0.85273, 2.69043], [0.13302, 0.40449, 1.66518], [-0.89563, -0.66045, 2.71054], [2.17645, -1.43091, 0.39410], [1.43197, -2.00876, -1.11711], [1.25373, -0.28665, -0.60001]], "atomic_forces_ev_per_a": [[1.276, -0.608, 0.945], [0.138, -0.521, -0.477], [-0.367, 0.801, -1.248], [-0.234, 0.470, 0.958], [-5.685, -3.501, -0.753], [-4.890, 4.887, 0.834], [-5.741, 0.015, -4.345], [4.495, 3.242, 0.389], [4.606, -3.796, -0.118], [5.218, -0.640, 3.316], [0.015, -0.742, 0.084], [0.288, 0.356, 0.199], [-0.470, -0.269, 0.305], [0.626, -0.302, -0.093], [0.136, 0.131, -0.250], [-0.148, 0.060, -0.182], [-0.133, 0.168, 0.168], [-0.008, 0.452, 0.013], [0.020, -0.254, 0.211], [0.278, 0.160, -0.047], [0.176, 0.359, -0.222], [0.023, 0.212, 0.065], [0.383, -0.680, 0.248]], "mulliken_charge": [2.092, 0.981, -0.415, -0.342, 0.317, 0.011, 0.031, -0.061, 0.163, 0.131, -1.006, 0.511, -0.926, -0.960, 0.391, 0.437, 0.407, 0.364, 0.288, 0.388, 0.407, 0.469, 0.322]}

***

Record 5
{"formula": "BrNi", "method": "ωB97M-V/def2-TZVPD", "lumo_energy_ev": [-7.103, -8.654], "multiplicity": 3, "relative_energy_kcal_mol": 7.4, "orbital_gap_ev": [10.389, 9.003], "total_charge": 1, "molar_mass_g_mol": 138.60, "symbols": ["Ni", "Br"], "xyz": [[0.56223, 0.79433, -0.11442], [-0.56223, -0.79433, 0.11442]], "atomic_forces_ev_per_a": [[2.495, 3.528, -0.507], [-2.495, -3.528, 0.507]], "mulliken_charge": [0.741, 0.259]}

***

Record 6
{"formula": "C8H3F18N4O12S6Zn", "method": "ωB97M-V/def2-TZVPD", "lumo_energy_ev": 2.053, "relative_energy_kcal_mol": 0.0, "orbital_gap_ev": 10.626, "total_charge": -1, "molar_mass_g_mol": 946.88, "symbols": ["Zn", "C", "F", "F", "F", "S", "O", "O", "N", "S", "O", "O", "C", "F", "F", "F", "C", "F", "F", "F", "S", "O", "O", "N", "S", "O", "O", "C", "F", "F", "F", "C", "F", "F", "F", "S", "O", "O", "N", "S", "O", "O", "C", "F", "F", "F", "C", "C", "N", "H", "H", "H"], "xyz": [[0.00257, 0.03016, 0.11581], [-3.84098, -0.54509, 0.82718], [-3.91078, 0.63186, 0.26507], [-4.94190, -0.79084, 1.55379], [-3.77452, -1.48186, -0.10906], [-2.39523, -0.71242, 2.01926], [-2.92289, -0.63118, 3.31998], [-1.75046, -1.94185, 1.69152], [-1.32051, 0.50353, 1.52788], [-1.77208, 1.89450, 2.24439], [-1.36420, 3.01571, 1.45989], [-3.14200, 1.91464, 2.62205], [-0.69312, 1.95452, 3.74536], [-0.63330, 0.75795, 4.32577], [0.50542, 2.34678, 3.39924], [-1.23287, 2.84024, 4.60631], [2.96739, -2.16920, -1.59133], [4.16441, -2.06876, -1.06967], [2.60962, -1.02622, -2.16851], [2.98828, -3.13704, -2.52033], [1.73242, -2.74634, -0.32558], [0.57932, -3.07084, -1.09626], [2.35226, -3.79246, 0.39587], [1.40148, -1.34343, 0.53183], [2.39149, -1.11027, 1.80006], [3.71422, -1.59419, 1.60103], [2.19233, 0.21034, 2.26795], [1.68870, -2.21496, 3.13552], [2.64181, -2.74882, 3.87469], [0.92435, -1.43905, 3.92017], [0.90696, -3.17221, 2.64493], [-1.59831, 2.33509, -2.63968], [-2.39722, 1.32158, -2.40679], [-1.99236, 2.99531, -3.73110], [-1.63374, 3.16543, -1.60452], [0.13797, 1.72881, -2.87255], [0.00804, 0.45784, -3.51390], [0.86871, 2.75207, -3.51215], [0.53155, 1.39550, -1.26598], [1.42852, 2.59648, -0.65895], [1.16960, 3.90120, -1.10216], [1.46255, 2.43953, 0.76430], [3.16386, 2.15963, -1.16857], [3.27524, 1.66821, -2.37899], [3.90590, 3.27420, -1.05690], [3.63138, 1.28169, -0.28045], [-2.18044, -2.21445, -3.31908], [-1.65093, -1.54060, -2.15415], [-1.26106, -1.00148, -1.23448], [-3.25976, -2.32681, -3.24340], [-1.68987, -3.17510, -3.44983], [-1.98782, -1.57731, -4.18551]], "atomic_forces_ev_per_a": [[-0.314, -0.307, -0.173], [-0.163, -0.628, 1.102], [-0.163, 0.506, -0.389], [0.031, 0.305, -0.304], [-0.008, -0.143, -0.266], [1.697, -0.889, -1.152], [-0.511, 0.670, 1.035], [0.263, -0.226, -0.823], [-2.059, -0.679, 1.447], [0.451, 2.053, -1.233], [0.676, -0.238, -0.181], [-0.485, -0.610, 0.683], [-0.691, -0.077, 0.211], [0.045, 0.255, 0.154], [0.335, 0.091, 0.133], [0.264, -0.314, -0.204], [-0.461, -0.579, 0.021], [0.505, 0.288, 0.020], [-0.004, -0.122, 0.150], [0.063, 0.140, -0.146], [-0.928, 0.999, -0.644], [-0.301, 0.227, -0.250], [0.612, -0.097, 0.662], [1.008, -1.502, -0.213], [0.368, -0.322, 0.588], [0.231, -0.175, -0.309], [-0.431, 0.639, 0.151], [-1.063, 0.500, 0.008], [0.294, -0.132, 0.018], [0.158, -0.226, 0.015], [0.221, -0.088, 0.071], [0.799, 1.048, 0.208], [-0.639, -0.448, -0.044], [-0.093, -0.235, -0.044], [-0.204, 0.012, -0.100], [-0.894, -2.216, 0.848], [-0.150, -0.130, -0.239], [0.471, 0.646, -0.027], [0.432, 1.692, -2.005], [0.791, -0.186, 2.636], [-0.394, 1.329, -1.387], [-0.088, -0.919, -0.188], [0.062, 0.607, 1.089], [0.095, -0.149, -0.563], [-0.119, -0.242, -0.269], [0.093, -0.267, -0.306], [0.024, 0.329, -0.370], [-0.342, -0.310, -0.271], [0.381, 0.388, 0.558], [0.003, -0.131, 0.212], [-0.009, -0.047, 0.045], [0.146, -0.088, 0.035]], "mulliken_charge": [2.152, 0.715, -0.185, -0.260, -0.215, 0.724, -0.548, -0.625, -0.255, 0.568, -0.509, -0.578, 0.744, -0.221, -0.163, -0.242, 0.712, -0.197, -0.182, -0.240, 0.574, -0.586, -0.542, -0.377, 0.305, -0.566, -0.418, 0.782, -0.237, -0.185, -0.212, 0.787, -0.174, -0.246, -0.213, 0.657, -0.605, -0.519, -0.163, 0.258, -0.501, -0.369, 0.759, -0.214, -0.237, -0.186, -1.417, 0.725, -0.096, 0.344, 0.346, 0.327]}